{
  "formula": "C14H15AgN4S3",
  "method": "the ωB97M-V functional and the def2-TZVPD basis",
  "homo_lumo_gap_ev": 7.12,
  "e_homo_ev": -7.3,
  "lumo_ev": -0.2,
  "e_above_lowest_kcal_mol": 8.02,
  "species": ["C", "H", "S", "S", "H", "C", "C", "H", "H", "H", "H", "C", "C", "C", "H", "H", "C", "N", "S", "H", "N", "N", "H", "C", "C", "C", "C", "H", "C", "H", "C", "N", "H", "H", "H", "C", "Ag"],
  "coordinates": [[6.086, -0.266, -0.440], [-4.511, -1.724, -0.275], [1.608, 2.384, -0.537], [6.838, 2.484, 1.265], [8.236, -3.107, -1.972], [-5.267, -0.933, -0.210], [-3.325, 0.321, 0.397], [-5.233, 2.281, 0.403], [5.808, -3.423, -1.741], [-7.070, -2.154, 0.047], [-5.556, -0.709, -1.302], [-7.615, -0.122, 0.584], [8.275, -1.136, -0.983], [5.451, 1.832, 0.654], [4.391, -1.475, -1.024], [-8.433, -0.533, 1.232], [3.110, 1.687, -0.121], [-4.625, 0.269, 0.403], [4.013, 2.830, 0.900], [9.346, -0.998, -1.163], [3.784, 0.647, -0.452], [5.131, 0.795, -0.192], [8.052, 0.756, -0.135], [-6.953, 1.183, 1.046], [-6.557, -1.285, 0.549], [-5.431, 1.346, 1.006], [7.684, -2.301, -1.446], [-8.162, 0.114, -0.391], [5.510, -1.438, -0.919], [-7.394, 2.077, 0.484], [6.308, -2.498, -1.379], [-2.167, 0.565, 0.471], [-5.066, 1.535, 2.082], [-7.149, 1.357, 2.097], [-6.317, -1.624, 1.551], [7.511, -0.092, -0.524], [-0.311, 1.353, 0.033]],
  "atomic_forces_ev_per_a": [[-0.1, 0.1, -1.5], [-0.3, 0.1, 0.4], [-0.5, 0.4, -0.9], [0.6, -0.5, 0.2], [0.0, 0.7, 0.7], [-1.0, 0.7, -1.5], [3.0, 1.8, 0.5], [0.1, -0.9, 0.8], [0.6, 0.8, 0.2], [0.7, 0.7, 0.4], [0.4, -0.1, 1.5], [-0.1, -0.7, -0.6], [0.3, -0.4, -1.0], [-0.8, 1.5, -0.4], [1.4, -0.1, 0.4], [0.7, 0.9, -0.2], [1.1, 0.6, 1.4], [-0.7, -1.5, -0.3], [0.5, -1.5, -0.8], [-0.4, 0.0, 0.4], [-0.4, -0.2, -1.3], [1.4, 0.7, 2.5], [-0.5, 0.3, -0.2], [-1.0, 1.1, 0.0], [-0.9, -0.4, -1.4], [1.3, 1.7, 0.4], [-0.3, -1.7, -0.8], [1.1, -0.9, 0.9], [-0.9, -0.6, -0.3], [0.5, -1.3, 0.8], [-0.5, 0.5, 0.1], [-3.5, -1.1, -0.2], [-0.3, -0.3, -1.7], [-0.6, 0.0, 0.1], [0.0, 0.2, 0.3], [-1.2, 0.0, 1.0], [-0.1, -0.5, 0.2]]
}

---

{
  "formula": "C12H11N2O4Re",
  "method": "the ωB97M-V functional and the def2-TZVPD basis",
  "homo_lumo_gap_ev": [3.65, 4.29],
  "spin_multiplicity": 2,
  "e_homo_ev": [-19.9, -19.9],
  "s2": 0.7760,
  "lumo_ev": [-16.2, -15.6],
  "total_charge": 3,
  "species": ["H", "N", "C", "H", "H", "O", "O", "C", "O", "H", "C", "C", "C", "O", "C", "H", "H", "C", "C", "C", "C", "H", "H", "C", "H", "N", "Re", "H", "H", "C"],
  "coordinates": [[-2.665, -3.789, -1.581], [1.109, -2.811, -0.593], [0.492, 2.466, 1.932], [1.034, 2.187, 2.832], [3.115, -1.707, 0.994], [-2.080, 0.105, -0.350], [-3.109, -1.798, -1.073], [-0.785, -1.734, -0.631], [-1.977, -4.485, -1.662], [-1.391, 2.755, 2.990], [-1.557, 3.384, 0.920], [-2.165, -1.171, -0.724], [-0.884, 2.821, 2.030], [0.138, -5.142, -1.461], [0.500, 3.211, -0.404], [1.054, 3.477, -1.302], [3.390, -1.141, -0.611], [-0.865, 3.596, -0.286], [1.361, -1.559, -0.179], [-0.219, -2.962, -0.884], [2.674, -1.069, 0.218], [-2.576, 3.746, 1.033], [-1.346, 4.131, -1.102], [-0.747, -4.334, -1.387], [2.271, 2.574, 0.682], [0.194, -0.855, -0.193], [-0.577, 1.058, 0.199], [2.640, -0.042, 0.572], [1.782, -3.575, -0.692], [1.189, 2.662, 0.713]],
  "atomic_forces_ev_per_a": [[0.8, -0.1, 0.1], [0.0, 1.0, 0.3], [0.1, 0.2, -0.4], [-0.1, -0.3, -0.1], [-0.2, 0.1, 0.1], [1.9, 3.4, 1.3], [0.3, 1.2, 0.4], [-0.2, -0.9, -0.3], [-2.0, -0.5, -0.5], [-0.1, -0.3, -0.1], [0.2, -0.2, -0.2], [0.1, -4.7, -1.3], [0.2, -0.3, -0.3], [-0.6, 0.0, -0.1], [-0.1, -0.4, 0.1], [-0.1, -0.3, -0.1], [-0.2, 0.1, 0.0], [0.1, -0.2, 0.3], [0.2, -0.6, -0.1], [-1.8, 0.7, -0.2], [0.9, 0.0, 0.1], [-0.1, -0.3, -0.1], [-0.1, -0.3, -0.1], [2.5, 0.8, 0.7], [-0.1, -0.4, -0.1], [-0.6, 1.4, 0.3], [-0.9, 0.8, 0.0], [0.0, 0.0, 0.0], [0.0, -0.1, 0.0], [-0.3, 0.1, 0.3]]
}